A structure of composition C27H35BrN4P2W in a non-equilibrium geometry, computed with ωB97M-V/def2-TZVPD.

Last column: natural (NBO) charge in e.
Geometry (Å):
1 W -1.259 0.495 0.504  0.677
2 C -0.613 1.254 4.383  -0.069
3 C -0.245 1.441 3.123  -0.243
4 C 1.125 1.006 2.706  -0.477
5 C 1.278 -0.434 2.074  -0.496
6 C 0.184 -1.379 2.434  -0.302
7 C -0.172 -1.425 3.728  -0.012
8 C 0.626 -0.920 4.888  -0.474
9 C 0.093 0.424 5.394  -0.467
10 C -2.767 0.322 2.020  -0.951
11 H -1.530 1.752 4.719  0.233
12 H -0.744 2.121 2.330  0.206
13 H 1.749 0.937 3.627  0.252
14 H 1.619 1.751 2.012  0.223
15 H 1.550 -0.403 0.981  0.222
16 H 2.154 -0.963 2.587  0.279
17 H -0.102 -2.095 1.629  0.249
18 H -1.071 -1.993 3.982  0.225
19 H 1.693 -0.880 4.700  0.227
20 H 0.538 -1.677 5.668  0.264
21 H -0.641 0.227 6.180  0.252
22 H 0.923 1.023 5.837  0.266
23 H -2.696 0.426 3.113  0.282
24 H -3.176 -0.683 1.894  0.257
25 H -3.659 0.959 1.816  0.256
26 P -1.310 -1.306 -0.635  1.325
27 P 0.606 1.918 -0.513  1.380
28 N -0.622 -3.004 -0.721  -0.625
29 N -2.363 -1.516 -2.070  -0.648
30 N 2.491 1.588 -1.220  -0.546
31 N 0.606 3.607 -1.370  -0.599
32 C 0.128 -0.528 -1.564  -0.690
33 C -0.113 0.962 -1.839  -0.881
34 C -1.106 -4.001 0.131  -0.094
35 C -0.357 -5.171 -0.059  -0.245
36 C 0.605 -4.898 -1.086  -0.220
37 C 0.368 -3.587 -1.513  -0.089
38 C -3.749 -1.512 -2.042  -0.064
39 C -4.242 -1.931 -3.285  -0.252
40 C -3.113 -2.246 -4.114  -0.194
41 C -1.968 -1.991 -3.335  -0.098
42 C 3.575 1.504 -0.335  -0.094
43 C 4.644 0.901 -0.978  -0.258
44 C 4.243 0.680 -2.326  -0.244
45 C 2.958 1.215 -2.464  -0.118
46 C 1.644 4.405 -1.846  -0.055
47 C 1.167 5.192 -2.895  -0.257
48 C -0.221 4.930 -3.026  -0.231
49 C -0.558 3.977 -2.077  -0.128
50 H 0.222 -1.077 -2.503  0.323
51 H 1.057 -0.709 -1.006  0.281
52 H 0.329 1.245 -2.822  0.333
53 H -1.181 1.283 -1.849  0.303
54 H -1.974 -3.812 0.744  0.223
55 H -0.460 -6.105 0.495  0.259
56 H 1.387 -5.560 -1.448  0.260
57 H 0.848 -3.083 -2.327  0.217
58 H -4.232 -1.237 -1.115  0.219
59 H -5.283 -1.997 -3.579  0.259
60 H -3.129 -2.580 -5.148  0.261
61 H -0.945 -2.141 -3.618  0.214
62 H 3.424 1.862 0.686  0.213
63 H 5.576 0.666 -0.524  0.249
64 H 4.774 0.169 -3.102  0.252
65 H 2.420 1.342 -3.408  0.231
66 H 2.623 4.347 -1.387  0.239
67 H 1.757 5.854 -3.476  0.253
68 H -0.900 5.342 -3.745  0.249
69 H -1.533 3.549 -1.841  0.216
70 Br -2.954 2.170 -0.175  -0.011

Calculated values
* M: 741.30 Da
* HOMO-LUMO gap (spin up / spin down): 3.85 / 3.76 eV
* charge: +2
* LUMO level (spin up / spin down): -9.6278 / -9.7234 eV
* <S²>: 2.03
* HOMO energy (spin up / spin down): -0.4954 / -0.4955 Ha
* max |F|: 12.93 eV/Å
* 2S+1: 3
* total energy: -124946.4354 eV